Entry 1:
Entry from the Open Molecules 2025 dataset: C4H7F in the gas phase in a non-equilibrium geometry (ωB97M-V/def2-TZVPD).

The geometry in XYZ format:
```
12
Properties=species:S:1:pos:R:3:forces:R:3:mulliken_spin:R:1
C -0.08847 -0.50787 -1.07541 0.251 2.644 2.695 -0.022
C -0.28748 -1.77160 -0.29247 1.925 0.498 -4.149 0.884
C 0.60654 0.54322 -0.10205 -2.691 0.292 -0.991 0.913
C -0.22310 1.27332 0.92128 4.238 2.787 0.517 -0.009
F 1.93415 0.50196 0.02769 0.165 -0.191 0.283 0.049
H 0.60003 -0.49985 -1.85772 1.086 -0.987 -1.559 0.002
H -0.92416 0.16003 -1.46744 0.245 -1.492 0.702 0.049
H -0.86291 -1.77993 0.51248 -2.562 0.055 3.327 0.040
H 0.37002 -2.60089 -0.44439 0.202 -0.287 -0.207 0.021
H -0.34045 0.73597 1.81240 -0.316 -1.171 1.495 0.045
H -1.14724 1.67851 0.65298 -1.498 0.111 -1.106 0.009
H 0.36307 2.26712 1.31266 -1.045 -2.258 -1.008 0.020
```
Forces are in eV/Å.

Values from the calculation:
* ⟨S²⟩: 2.008
* relative energy (zero: lowest compared OMol25 entry of this formula, charge and spin): 0.0000 eV
* E_tot: -256.30173 a.u.
* charge: 0
* HOMO-LUMO gap (alpha / beta): 8.129 / 11.602 eV
* LUMO energy (alpha / beta): 1.094 / 0.039 eV
* multiplicity: 3


Entry 2:
Entry from the Open Molecules 2025 dataset: C4H7F2I in the gas phase in a non-equilibrium geometry (ωB97M-V/def2-TZVPD).

The geometry in XYZ format:
```
14
Properties=species:S:1:pos:R:3:forces:R:3:nbo_charge:R:1
C 0.99931 -1.39520 -1.06780 -1.827 1.219 5.529 -0.597
C -0.11232 -0.56397 -1.58279 -3.833 -1.331 1.124 -0.492
C 0.27467 1.95875 3.10637 3.169 -1.258 -1.567 -0.635
C -0.93865 0.02024 -0.44444 -0.804 0.623 0.034 0.620
F -1.46967 1.24456 -0.70944 0.484 -0.071 -0.225 -0.363
F -2.02560 -0.75796 -0.20206 0.240 -0.337 0.330 -0.364
I 0.05449 0.30169 1.76502 0.130 0.702 0.597 0.402
H 1.26175 -1.97573 -1.80419 2.508 -3.090 -3.861 0.210
H 1.80450 -0.82705 -0.50234 -0.906 -0.737 -1.126 0.226
H 0.50145 -2.11543 -0.31769 0.989 0.905 -0.775 0.203
H -0.97917 -1.14302 -2.17057 2.215 0.804 0.978 0.225
H 0.16437 0.21942 -2.17086 1.026 2.207 -1.753 0.223
H -0.64352 2.37038 3.29040 -2.266 1.186 0.493 0.157
H 1.10841 2.66332 2.81040 -1.126 -0.823 0.221 0.186
```
Forces are in eV/Å.

Values from the calculation:
* relative energy (zero: lowest compared OMol25 entry of this formula, charge and spin): 4.5795 eV
* E_tot: -653.85408 a.u.
* charge: 0
* HOMO-LUMO gap (alpha / beta): 7.263 / 7.905 eV
* LUMO energy (alpha / beta): -0.542 / -0.608 eV
* multiplicity: 1


Entry 3:
Entry from the Open Molecules 2025 dataset: C4H7F2IO in the gas phase in a non-equilibrium geometry (ωB97M-V/def2-TZVPD).

The geometry in XYZ format:
```
15
Properties=species:S:1:pos:R:3:forces:R:3:nbo_charge:R:1
C 0.30036 -1.35065 0.36698 2.259 0.431 0.560 -0.660
C 0.69370 0.65179 -1.19485 2.834 2.255 -1.966 -0.668
C -0.22120 -0.00036 -0.20029 -1.123 -0.676 0.798 0.126
C -0.67186 0.78865 1.05544 3.292 2.748 -1.046 0.702
O -1.51992 -0.09884 -0.72897 -0.895 -1.427 -1.411 -0.707
F -1.44514 0.10059 1.80521 -1.698 -0.615 1.083 -0.305
F -1.23091 1.99588 0.71760 0.013 -1.159 0.303 -0.341
I 1.12783 1.33498 2.25471 -0.320 0.042 0.043 -0.036
H -0.17112 -1.66350 1.27424 -0.710 0.272 0.583 0.235
H 1.38975 -1.25025 0.70164 -1.328 -0.040 -0.826 0.237
H 0.22591 -2.24681 -0.22541 -0.016 0.096 -1.093 0.224
H 0.39455 1.55413 -1.88172 -0.669 -1.659 1.759 0.249
H 1.58778 1.13986 -0.67699 -0.898 -1.098 -0.511 0.239
H 1.10957 -0.04624 -2.00452 -0.607 0.420 1.558 0.230
H -1.56930 -0.90924 -1.26307 -0.134 0.411 0.167 0.475
```
Forces are in eV/Å.

Values from the calculation:
* relative energy (zero: lowest compared OMol25 entry of this formula, charge and spin): 0.5179 eV
* E_tot: -729.24041 a.u.
* charge: 0
* HOMO-LUMO gap: 10.054 eV
* LUMO energy: 0.361 eV
* multiplicity: 1


Entry 4:
Entry from the Open Molecules 2025 dataset: a molecular structure, C4H7F2N in a non-equilibrium geometry (ωB97M-V/def2-TZVPD).

The geometry in XYZ format:
```
14
Properties=species:S:1:pos:R:3:forces:R:3:nbo_charge:R:1
C 1.65512 -1.41824 0.87422 0.228 -0.683 -0.508 -0.462
C 0.93390 -0.96069 -0.13632 -3.616 1.657 -0.651 -0.205
C -0.29574 0.55911 0.22164 3.590 -2.873 -2.080 -0.071
C -1.76491 0.35128 -0.13937 0.459 2.156 2.136 0.541
N 0.16236 1.56803 -0.69034 3.552 1.671 0.184 -0.858
F -2.34028 -0.08518 0.97848 -1.217 -1.387 1.587 -0.347
F -2.04116 -0.46552 -1.11968 0.202 -1.549 -1.630 -0.322
H 2.39433 -2.21942 0.77561 -0.164 0.211 -0.329 0.205
H 1.54174 -1.12684 1.91282 -0.211 0.508 -0.147 0.202
H 0.78211 -1.30903 -1.24524 0.895 0.630 2.350 0.215
H 0.00256 0.65589 1.31489 -0.986 0.531 -1.571 0.230
H -2.30266 1.29152 -0.33275 0.677 0.191 -0.370 0.128
H 1.23840 1.70605 -0.72704 -2.358 -0.362 0.937 0.372
H 0.03422 1.45304 -1.68692 -1.050 -0.699 0.093 0.372
```
Forces are in eV/Å.

Values from the calculation:
* relative energy (zero: lowest compared OMol25 entry of this formula, charge and spin): 2.3572 eV
* E_tot: -410.98756 a.u.
* charge: 0
* HOMO-LUMO gap: 9.846 eV
* LUMO energy: 1.078 eV
* multiplicity: 1